Record 1
The following is a quantum chemistry calculation of a structure of composition C31H50CeCl2NOP at a distorted geometry, from OMol25.

Each line ends with the Löwdin charge.
Positions of all 87 atoms, in Å:
P: 1.43 1.58 0.00  1.1182
C: 1.44 2.43 -1.70  -0.4488
C: 2.47 3.53 -1.99  -0.2153
C: 2.15 4.22 -3.32  -0.2049
C: 2.03 3.22 -4.48  -0.2132
C: 1.07 2.08 -4.17  -0.1988
C: 1.40 1.40 -2.83  -0.2333
C: 3.03 0.58 0.07  -0.4438
C: 4.31 1.21 -0.48  -0.2148
C: 5.51 0.31 -0.16  -0.2064
C: 5.33 -1.12 -0.68  -0.2133
C: 4.00 -1.74 -0.23  -0.1969
C: 2.80 -0.82 -0.52  -0.2164
C: 1.90 3.02 1.10  -0.4827
C: 0.80 4.09 1.05  -0.2187
C: 1.10 5.27 1.99  -0.2081
C: 1.38 4.82 3.42  -0.2162
C: 2.47 3.74 3.48  -0.2086
C: 2.18 2.55 2.54  -0.2112
H: 0.45 2.92 -1.66  0.0956
H: 3.48 3.10 -2.03  0.0927
H: 2.49 4.28 -1.19  0.0917
H: 2.92 4.97 -3.54  0.1016
H: 1.20 4.75 -3.21  0.1121
H: 1.70 3.75 -5.38  0.1003
H: 3.02 2.81 -4.71  0.1082
H: 0.04 2.47 -4.11  0.1118
H: 1.09 1.33 -4.97  0.1080
H: 0.65 0.63 -2.61  0.0657
H: 2.38 0.90 -2.91  0.0987
H: 3.17 0.45 1.16  0.0959
H: 5.65 0.28 0.93  0.1101
H: 4.47 2.21 -0.06  0.1023
H: 4.22 1.32 -1.57  0.0974
H: 6.42 0.75 -0.59  0.1015
H: 6.16 -1.75 -0.34  0.1000
H: 5.37 -1.11 -1.78  0.1094
H: 3.85 -2.71 -0.72  0.1095
H: 4.04 -1.92 0.85  0.1136
H: 1.88 -1.26 -0.11  0.0764
H: 2.66 -0.74 -1.61  0.1004
H: 2.84 3.43 0.68  0.0933
H: 0.67 4.47 0.02  0.0961
H: -0.16 3.63 1.34  0.1172
H: 1.98 5.82 1.61  0.1100
H: 0.25 5.97 1.97  0.1032
H: 0.46 4.41 3.86  0.1108
H: 1.68 5.67 4.03  0.1000
H: 2.58 3.37 4.50  0.1034
H: 3.43 4.19 3.19  0.1097
H: 3.03 1.86 2.57  0.0971
H: 1.31 1.99 2.91  0.1167
Ce: -2.13 -0.71 0.38  0.1780
Cl: -0.20 -1.27 1.97  -0.0827
Cl: -2.01 0.72 -1.75  -0.0460
C: -2.41 -2.83 -0.22  -0.3646
H: -3.15 -3.34 0.43  -0.0289
C: -1.69 -3.60 -1.19  -0.3607
C: -1.71 -5.03 -1.31  -0.0929
C: -0.93 -5.68 -2.27  -0.1551
C: -0.11 -4.97 -3.16  -0.1718
C: -0.09 -3.57 -3.07  -0.1369
C: -0.86 -2.90 -2.14  -0.0905
H: -2.35 -5.59 -0.63  0.0845
H: -0.97 -6.77 -2.34  0.0787
H: 0.54 -2.99 -3.76  0.0871
H: -0.88 -1.80 -2.12  0.0477
H: 0.48 -5.49 -3.91  0.0688
O: -4.05 -0.84 1.46  -0.2121
C: -4.82 -1.67 2.06  -0.3806
C: -6.30 -1.45 2.13  -0.0895
C: -7.15 -2.54 1.48  -0.1837
C: -7.33 -3.77 2.35  -0.2204
C: -6.04 -4.54 2.61  -0.1895
C: -5.03 -3.75 3.43  -0.1490
N: -4.29 -2.75 2.64  0.1189
H: -6.58 -1.32 3.19  0.1330
H: -6.47 -0.50 1.60  0.1282
H: -8.14 -2.11 1.28  0.1126
H: -6.73 -2.83 0.50  0.1322
H: -7.79 -3.48 3.30  0.1114
H: -8.04 -4.45 1.85  0.1097
H: -6.28 -5.44 3.18  0.1111
H: -5.59 -4.86 1.67  0.1268
H: -5.54 -3.22 4.26  0.1220
H: -4.29 -4.44 3.87  0.1285
H: -3.27 -2.81 2.66  0.1485

Properties
Total energy (eV): -83763.1482
Net charge: -1
2S+1: 2
LUMO level (spin up / spin down) (hartree): 0.0782 / 0.0780
Orbital gap (spin up / spin down) (eV): 4.0 / 4.0



Record 2
The following is a quantum chemistry calculation of a structure of composition C31H50ClPTeY at a distorted geometry, from OMol25.

Each line ends with the Löwdin charge.
Positions of all 85 atoms, in Å:
Y: 3.17 1.82 1.86  0.1739
P: -0.10 0.36 -0.70  1.2305
Cl: 2.01 3.92 1.16  -0.2036
C: -1.15 -0.45 0.63  -0.2526
H: -0.80 0.02 1.58  0.0876
H: -2.17 -0.06 0.47  0.0724
C: 1.80 0.71 -0.74  -0.3607
C: -0.82 2.08 -0.86  -0.3594
C: 2.26 0.81 -2.21  -0.2158
H: 1.85 1.75 -0.29  0.0104
C: 3.72 1.26 -2.32  -0.1915
H: 2.13 -0.16 -2.72  0.0948
H: 1.65 1.53 -2.77  0.0808
C: 4.63 0.33 -1.52  -0.1864
H: 4.01 1.25 -3.38  0.1144
H: 3.81 2.30 -1.97  0.1163
C: 4.18 0.44 -0.05  -0.3032
H: 4.52 -0.71 -1.86  0.1168
H: 5.68 0.61 -1.63  0.1081
C: 2.76 -0.17 0.08  -0.2951
H: 4.87 -0.03 0.67  0.1047
H: 4.22 1.60 0.06  0.0253
H: 2.76 -1.20 -0.30  0.1259
H: 2.41 -0.30 1.16  -0.0246
C: -0.60 -0.66 -2.18  -0.3616
C: -2.35 2.11 -1.08  -0.1964
H: -0.60 2.49 0.14  0.1083
C: -2.89 3.55 -1.09  -0.1950
H: -2.60 1.62 -2.03  0.1074
H: -2.88 1.55 -0.30  0.0942
C: -2.17 4.46 -2.09  -0.2057
H: -3.96 3.53 -1.31  0.1077
H: -2.78 3.96 -0.08  0.1184
C: -0.64 4.39 -1.97  -0.1882
H: -2.47 4.19 -3.11  0.1093
H: -2.49 5.50 -1.93  0.1055
C: -0.10 2.96 -1.89  -0.2207
H: -0.19 4.88 -2.84  0.1114
H: -0.31 4.94 -1.08  0.1085
H: -0.20 2.50 -2.89  0.0937
H: 0.97 3.03 -1.67  0.0810
C: 0.21 -1.96 -2.28  -0.2038
H: -1.63 -0.94 -1.91  0.1213
C: -0.41 -2.91 -3.30  -0.1888
H: 1.26 -1.74 -2.55  0.1013
H: 0.26 -2.47 -1.31  0.0688
C: -0.57 -2.24 -4.67  -0.2045
H: 0.22 -3.80 -3.38  0.1119
H: -1.39 -3.24 -2.92  0.1178
C: -1.26 -0.88 -4.60  -0.1936
H: 0.41 -2.13 -5.14  0.1113
H: -1.16 -2.91 -5.32  0.1033
C: -0.67 0.05 -3.53  -0.2083
H: -1.18 -0.38 -5.57  0.1077
H: -2.33 -1.01 -4.39  0.1145
H: 0.33 0.37 -3.85  0.0996
H: -1.28 0.96 -3.46  0.0861
C: 0.12 -2.57 1.14  -0.1859
C: -1.24 -1.92 0.79  -0.4328
H: 0.93 -2.51 0.40  0.0159
C: -2.34 -2.27 1.83  -0.1629
H: -1.54 -2.36 -0.18  0.0899
C: -1.78 -2.40 3.24  -0.2162
H: -3.15 -1.52 1.81  0.0984
H: -2.79 -3.24 1.57  0.1086
C: -0.83 -3.59 3.31  -0.1981
H: -1.24 -1.49 3.54  0.0774
H: -2.60 -2.54 3.95  0.1051
C: 0.35 -3.39 2.32  -0.3097
H: -0.44 -3.75 4.33  0.0947
H: -1.38 -4.50 3.03  0.0949
H: 1.19 -2.92 2.87  0.0555
H: 0.73 -4.38 1.98  0.0800
Te: 2.58 -0.06 3.88  0.6063
C: 0.60 -0.12 4.76  -0.6242
C: -0.47 0.70 4.37  -0.1782
C: -1.67 0.63 5.09  -0.1140
C: -1.78 -0.24 6.19  -0.1224
C: -0.72 -1.07 6.56  -0.1040
C: 0.48 -1.02 5.84  -0.1883
H: -0.32 1.39 3.53  0.0687
H: -2.51 1.27 4.80  0.0950
H: -2.71 -0.26 6.76  0.0894
H: -0.80 -1.73 7.42  0.0932
H: 1.35 -1.63 6.11  0.0724

Properties
Total energy (eV): -63102.7240
Net charge: -1
LUMO level (spin up / spin down) (hartree): 0.0784 / 0.0782
Orbital gap (spin up / spin down) (eV): 3.2 / 3.4



Record 3
The following is a quantum chemistry calculation of a structure of composition C31H50KN3O2PSi4Te, from OMol25.

Each line ends with the Löwdin charge.
Positions of all 93 atoms, in Å:
K: -0.97 3.38 -1.51  0.6430
N: 1.53 1.74 -1.69  0.0302
C: 2.57 1.73 -0.75  -0.3400
C: 3.90 1.61 -1.17  -0.0465
C: 4.93 1.56 -0.25  -0.0976
C: 4.66 1.62 1.11  -0.1001
C: 3.35 1.79 1.52  -0.0963
C: 2.30 1.87 0.62  -0.3325
P: 0.59 2.30 1.14  1.0803
C: 0.39 1.43 2.73  -0.3572
C: 0.84 1.93 3.96  -0.1014
C: 0.63 1.21 5.12  -0.0906
C: -0.04 -0.01 5.08  -0.0921
C: -0.50 -0.50 3.87  -0.0833
C: -0.30 0.22 2.70  -0.0982
C: 0.83 4.04 1.66  -0.3742
C: -0.28 4.69 2.20  -0.1019
C: -0.24 6.03 2.52  -0.0728
C: 0.92 6.76 2.30  -0.0914
C: 2.03 6.14 1.74  -0.0877
C: 1.99 4.79 1.42  -0.0804
H: 1.86 1.47 -2.61  0.0790
H: 0.77 1.09 -1.44  -0.0981
H: 4.11 1.52 -2.23  0.1079
H: 5.95 1.44 -0.60  0.0995
H: 5.46 1.55 1.83  0.0965
H: 3.14 1.86 2.58  0.1013
H: 1.34 2.88 4.00  0.1038
H: 0.98 1.60 6.07  0.0975
H: -0.21 -0.57 5.99  0.0970
H: -1.04 -1.45 3.83  0.0978
H: -0.68 -0.15 1.75  0.0469
H: -1.20 4.13 2.34  0.0902
H: -1.12 6.51 2.92  0.1051
H: 0.95 7.82 2.53  0.0974
H: 2.93 6.70 1.55  0.0979
H: 2.86 4.31 0.99  0.0966
C: -3.87 3.73 1.70  -0.0309
C: -3.63 3.32 0.28  -0.3494
N: -3.45 2.12 -0.11  0.0061
O: -3.53 1.18 0.92  -0.1243
C: -3.51 4.33 -0.80  -0.4385
C: -4.02 4.05 -2.18  -0.0773
N: -2.67 5.29 -0.55  -0.1733
O: -2.22 5.93 -1.60  -0.3019
H: -3.38 3.05 2.39  0.0672
H: -4.94 3.69 1.91  0.0848
H: -3.52 4.75 1.83  0.0642
H: -3.14 0.39 0.49  -0.0486
H: -4.84 3.33 -2.15  0.0718
H: -3.26 3.64 -2.86  0.0482
H: -4.34 4.98 -2.64  0.0712
C: -2.88 -4.07 -3.37  -0.2262
Si: -1.03 -3.78 -3.45  0.2988
C: -0.17 -5.42 -3.82  -0.2206
C: -0.66 -2.62 -4.89  -0.2292
Si: -0.35 -2.79 -1.45  -0.0673
Te: -1.35 -0.53 -1.35  0.3914
Si: -1.13 -4.09 0.35  0.3189
C: -1.10 -5.94 -0.04  -0.2265
C: -2.89 -3.61 0.80  -0.2281
C: -0.04 -3.85 1.87  -0.2184
Si: 1.97 -2.68 -1.31  0.3234
C: 2.63 -1.82 -2.86  -0.2226
C: 2.47 -1.73 0.23  -0.2080
C: 2.79 -4.38 -1.22  -0.2180
H: -3.27 -4.44 -4.33  0.0236
H: -3.40 -3.15 -3.11  0.0222
H: -3.12 -4.81 -2.60  0.0114
H: -0.57 -5.84 -4.75  0.0229
H: -0.32 -6.15 -3.03  0.0102
H: 0.90 -5.28 -3.95  0.0115
H: -1.08 -3.02 -5.82  0.0237
H: 0.41 -2.50 -5.02  0.0119
H: -1.10 -1.64 -4.71  0.0090
H: -1.77 -6.18 -0.87  0.0111
H: -1.42 -6.51 0.83  0.0233
H: -0.10 -6.27 -0.32  0.0172
H: -3.56 -3.75 -0.05  0.0214
H: -2.94 -2.56 1.08  0.0069
H: -3.26 -4.22 1.63  0.0251
H: 0.95 -4.28 1.71  0.0146
H: -0.48 -4.35 2.74  0.0287
H: 0.09 -2.80 2.11  0.0023
H: 1.97 -1.00 -3.14  0.0067
H: 2.67 -2.53 -3.69  0.0185
H: 3.64 -1.43 -2.70  0.0192
H: 1.76 -0.92 0.43  0.0003
H: 3.46 -1.29 0.15  0.0280
H: 2.46 -2.39 1.10  0.0203
H: 2.56 -4.99 -2.10  0.0102
H: 2.45 -4.93 -0.34  0.0123
H: 3.88 -4.28 -1.15  0.0250

Properties
Total energy (eV): -105945.6126
Net charge: -1
LUMO level (hartree): 0.0791
Orbital gap (eV): 6.4



Record 4
The following is a quantum chemistry calculation of a structure of composition C31H51AsIrN5O4SSe, from OMol25.

Each line ends with the Löwdin charge.
Positions of all 95 atoms, in Å:
Ir: -0.11 1.37 0.94  1.3899
C: -2.41 1.88 2.89  -0.0386
N: -1.25 2.61 2.32  -0.3675
C: -0.40 3.09 3.44  -0.0261
C: -1.72 3.79 1.53  -0.1537
C: -2.40 3.31 0.28  -0.1386
N: -1.57 2.29 -0.46  -0.3353
C: -0.89 2.95 -1.62  -0.0472
C: -2.52 1.29 -1.03  -0.0557
H: -2.98 2.57 3.52  0.1222
H: -2.05 1.05 3.49  0.0622
H: -3.05 1.49 2.11  0.0890
H: -1.00 3.70 4.11  0.1212
H: 0.42 3.69 3.04  0.0995
H: 0.01 2.24 3.97  0.0661
H: -0.85 4.41 1.31  0.1207
H: -2.41 4.37 2.14  0.1535
H: -2.60 4.15 -0.39  0.1492
H: -3.36 2.86 0.51  0.1222
H: -1.66 3.26 -2.33  0.1195
H: -0.21 2.24 -2.09  0.0655
H: -0.34 3.82 -1.29  0.0930
H: -3.32 1.83 -1.55  0.1212
H: -2.95 0.68 -0.23  0.0983
H: -2.01 0.67 -1.75  0.0599
O: 2.61 0.68 3.16  -0.2988
S: 3.15 0.72 1.83  0.6990
O: 3.69 -0.47 1.26  -0.2311
N: 1.91 1.34 0.83  -0.3013
C: 2.04 2.68 0.73  -0.4400
O: 0.94 3.24 0.48  -0.0469
C: 3.37 3.19 1.04  -0.1264
C: 3.92 4.44 0.83  0.0437
C: 5.25 4.63 1.19  -0.0016
C: 6.00 3.59 1.73  0.0082
C: 5.46 2.32 1.94  0.0155
C: 4.14 2.16 1.60  -0.2000
H: 3.34 5.24 0.39  0.1385
H: 5.71 5.60 1.04  0.1321
H: 7.04 3.77 1.99  0.1348
H: 6.05 1.52 2.36  0.1417
C: 1.17 -4.30 -0.13  -0.0917
C: -0.20 -4.63 -0.71  -0.2274
C: -1.37 -4.22 0.18  -0.1633
C: -1.62 -2.71 0.29  -0.1371
N: -1.71 -2.09 -1.03  -0.0003
C: -0.79 -1.28 -1.59  -0.5663
Se: 0.66 -0.38 -0.75  0.9342
N: -1.04 -1.17 -2.90  -0.0170
C: -0.20 -0.47 -3.90  -0.1486
C: 0.97 -1.34 -4.35  -0.1824
C: 1.84 -0.62 -5.37  -0.2370
C: 2.45 0.67 -4.85  -0.0985
C: -2.16 -1.93 -3.21  -0.1318
C: -2.81 -2.16 -4.43  0.0276
C: -3.92 -2.97 -4.38  -0.0273
C: -4.38 -3.53 -3.17  -0.0268
C: -3.73 -3.31 -1.97  0.0167
C: -2.60 -2.50 -2.02  -0.1401
H: 1.97 -4.64 -0.79  0.0873
H: 1.32 -4.81 0.82  0.0789
H: 1.32 -3.23 0.03  0.0264
H: -0.26 -5.70 -0.88  0.1244
H: -0.31 -4.17 -1.70  0.1064
H: -1.22 -4.60 1.20  0.1220
H: -2.28 -4.70 -0.18  0.1043
H: -0.81 -2.20 0.80  0.0573
H: -2.55 -2.51 0.82  0.1315
H: 0.14 0.46 -3.45  0.0746
H: -0.86 -0.22 -4.73  0.1384
H: 0.58 -2.27 -4.76  0.1262
H: 1.57 -1.60 -3.47  0.1050
H: 1.25 -0.43 -6.28  0.1188
H: 2.63 -1.31 -5.68  0.1191
H: 1.72 1.48 -4.77  0.0662
H: 3.23 1.03 -5.52  0.0834
H: 2.91 0.52 -3.87  0.0743
H: -2.46 -1.74 -5.36  0.1255
H: -4.46 -3.18 -5.29  0.1265
H: -5.27 -4.15 -3.18  0.1260
H: -4.09 -3.74 -1.05  0.1217
C: 0.57 -0.06 5.20  -0.1725
As: 0.15 -1.05 3.62  1.1092
C: -1.45 -2.01 4.02  -0.1577
C: 1.49 -2.32 3.15  -0.1446
O: -0.31 -0.11 2.24  -0.6733
H: 0.83 -0.82 5.94  0.0727
H: -0.32 0.46 5.54  0.0551
H: 1.41 0.61 5.06  0.0314
H: -1.24 -2.65 4.88  0.0722
H: -1.73 -2.63 3.17  0.0332
H: -2.25 -1.33 4.27  0.0541
H: 1.96 -2.67 4.07  0.0753
H: 2.25 -1.89 2.49  0.0216
H: 0.99 -3.15 2.66  0.0382

Properties
Total energy (eV): -188449.2375
Net charge: +3
2S+1: 2
LUMO level (spin up / spin down) (hartree): -0.3570 / -0.3795
Orbital gap (spin up / spin down) (eV): 6.4 / 5.8



Record 5
The following is a quantum chemistry calculation of a structure of composition C31H52BrCrN5P2 at a distorted geometry, from OMol25.

Each line ends with the Löwdin charge.
Positions of all 92 atoms, in Å:
N: -2.79 5.05 -6.81  0.0907
C: -1.57 4.50 -6.80  -0.0164
C: -1.07 3.79 -5.70  0.0792
C: -1.83 3.64 -4.51  -0.1710
C: -3.10 4.26 -4.55  0.0806
C: -3.54 4.94 -5.71  -0.0114
C: -1.33 2.82 -3.40  -0.0464
Cr: 0.32 -0.11 -0.04  0.4092
P: -0.69 -2.47 0.81  1.0058
C: -2.08 2.36 -2.33  -0.0494
C: -2.05 0.99 -1.87  -0.2663
C: -3.21 0.21 -1.71  -0.0273
C: -3.27 -1.06 -2.28  -0.0902
C: -2.09 -1.65 -2.78  -0.7318
C: -0.85 -0.99 -2.55  -0.1425
C: -0.81 0.29 -1.97  -0.2280
Br: -2.08 -3.38 -3.34  0.8895
H: -0.32 2.48 -3.52  0.0983
H: -2.93 3.00 -2.01  0.1242
H: -0.09 3.35 -5.81  0.1347
H: -3.78 4.25 -3.70  0.1252
H: -0.99 4.62 -7.73  0.1478
H: -4.54 5.40 -5.76  0.1471
H: -4.14 0.68 -1.36  0.1275
H: 0.10 0.95 -2.05  0.1138
H: -4.19 -1.61 -2.32  0.1116
H: 0.09 -1.46 -2.82  0.1063
P: -0.20 1.37 1.74  0.8912
C: -0.53 -4.16 0.01  -0.3807
C: -1.36 -5.40 0.40  -0.1274
H: 0.53 -4.43 0.05  0.0821
H: -0.75 -3.93 -1.04  -0.0075
H: -1.28 -6.17 -0.39  0.0906
H: -0.99 -5.85 1.32  0.0760
H: -2.42 -5.19 0.50  0.0570
C: -2.42 -2.68 1.56  -0.3667
C: -2.89 -3.66 2.64  -0.1176
H: -3.05 -2.79 0.67  0.0826
H: -2.70 -1.69 1.95  0.0354
H: -3.97 -3.48 2.82  0.0925
H: -2.80 -4.70 2.34  0.0477
H: -2.39 -3.51 3.60  0.0713
C: 0.49 -2.57 2.27  -0.4064
C: 0.68 -3.78 3.16  -0.1091
H: 0.32 -1.67 2.86  0.0631
H: 1.46 -2.38 1.80  0.0048
H: 1.26 -3.47 4.04  0.0874
H: -0.26 -4.20 3.49  0.0548
H: 1.28 -4.56 2.67  0.0826
C: 0.70 1.52 3.33  -0.3720
C: 0.32 2.70 4.22  -0.1175
H: 1.77 1.54 3.13  0.0532
H: 0.50 0.58 3.87  0.0828
H: 0.89 3.60 3.97  0.0760
H: -0.74 2.94 4.22  0.0779
H: 0.58 2.46 5.26  0.0872
C: -1.73 0.53 2.22  -0.4155
C: -3.06 1.09 1.76  -0.1078
H: -1.69 0.35 3.30  0.1028
H: -1.60 -0.46 1.74  -0.0342
H: -3.13 2.17 1.93  0.0751
H: -3.22 0.89 0.70  0.0457
H: -3.86 0.59 2.31  0.0920
C: -0.62 2.98 1.11  -0.3902
C: 0.64 3.81 0.86  -0.1231
H: -1.29 3.46 1.83  0.0891
H: -1.19 2.85 0.17  0.0664
H: 0.52 4.42 -0.04  0.0812
H: 0.86 4.48 1.71  0.0816
H: 1.53 3.17 0.70  0.0486
C: 3.18 0.51 -0.82  -0.1572
N: 2.49 -0.33 0.21  -0.1796
C: 3.06 0.09 1.53  -0.1735
N: 4.52 -0.14 1.61  -0.0791
C: 5.17 0.66 0.57  -0.1460
N: 4.65 0.33 -0.78  -0.0718
C: 4.99 -1.10 -0.99  -0.1534
N: 4.35 -1.97 0.00  -0.0757
C: 2.90 -1.76 -0.07  -0.1619
C: 4.81 -1.56 1.35  -0.1391
H: 3.00 1.57 -0.61  0.1240
H: 2.85 0.23 -1.83  0.1307
H: 2.61 -0.49 2.35  0.1247
H: 2.91 1.17 1.67  0.1051
H: 6.26 0.49 0.60  0.1393
H: 4.98 1.72 0.77  0.1298
H: 4.64 -1.40 -1.99  0.1304
H: 6.08 -1.25 -0.93  0.1383
H: 2.50 -2.42 0.72  0.0915
H: 2.52 -2.06 -1.06  0.1379
H: 5.89 -1.72 1.42  0.1386
H: 4.30 -2.17 2.11  0.1327

Properties
Total energy (eV): -157461.2829
Net charge: +2
2S+1: 5
LUMO level (spin up / spin down) (hartree): -0.2322 / -0.3535
Orbital gap (spin up / spin down) (eV): 4.7 / 3.0